Entry 1:
ORCA calculation (ωB97M-V/def2-TZVPD) on an isolated molecule of C5H6O at a distorted geometry.

The lowest unoccupied orbital energy comes out at 0.55 eV. The SMILES is CCC#CC=O. Its HOMO energy is -9.70 eV. The value obtained for the total energy is -7326.0174 eV. The frontier orbital gap comes out at 10.246 eV. As for the energy relative to the best compared isomer or geometry (same formula, charge and spin): 315.2 kJ/mol.

CARTESIAN COORDINATES (ANGSTROEM)
C -1.917 0.348 -0.106
C -0.889 -0.812 -0.285
C 0.443 -0.388 -0.562
C 1.489 0.208 -0.387
C 2.671 0.501 0.366
O 2.812 1.458 1.096
H -2.113 0.530 0.950
H -1.536 1.287 -0.532
H -2.879 0.144 -0.600
H -1.319 -1.703 -0.733
H -0.217 -1.303 0.553
H 3.454 -0.270 0.240

Entry 2:
ORCA calculation (ωB97M-V/def2-TZVPD) on a structure of composition C15H19ClScSi at a distorted geometry.

The lowest unoccupied orbital energy comes out at 2.79 eV. Its HOMO energy is -4.07 eV. The value obtained for the total energy is -56966.4657 eV. Its total charge is -1. The frontier orbital gap comes out at 6.858 eV. As for the energy relative to the best compared isomer or geometry (same formula, charge and spin): 0.0 kJ/mol.

CARTESIAN COORDINATES (ANGSTROEM)
C -2.187 -0.278 -0.556
C -2.848 -1.491 -0.973
C -2.200 -1.944 -2.152
H -3.717 -1.943 -0.526
C -1.120 -1.049 -2.452
C -1.136 0.000 -1.492
H -0.448 0.835 -1.442
H -2.449 0.320 0.304
H -2.449 -2.826 -2.717
H -0.438 -1.137 -3.296
Sc -0.314 -1.890 -0.051
Cl -0.952 -1.018 2.067
C 0.789 -3.615 0.983
C 1.059 -3.696 -0.427
C -0.180 -4.014 -1.091
H 2.026 -3.533 -0.909
C -1.214 -4.087 -0.095
C -0.625 -3.825 1.181
H -1.153 -3.837 2.143
H 1.526 -3.415 1.771
H -0.278 -4.277 -2.144
H -2.252 -4.407 -0.247
C -0.179 4.001 1.367
Si 1.369 3.126 0.733
C 1.825 3.970 -0.881
C 2.668 3.332 2.088
C 1.020 1.311 0.480
C 0.879 0.079 0.309
H 0.033 5.062 1.603
H -0.587 3.533 2.282
H -0.993 4.002 0.622
H 2.161 4.995 -0.632
H 2.647 3.480 -1.428
H 0.933 4.035 -1.537
H 2.312 2.928 3.044
H 3.635 2.861 1.862
H 2.837 4.416 2.208

Entry 3:
ORCA calculation (ωB97M-V/def2-TZVPD) on a cluster of 6 separate species, C36H90O24P6 in total at a distorted geometry.

The lowest unoccupied orbital energy comes out at 0.45 eV. The SMILES is CCOP(=O)(OCC)OCC.CCOP(=O)(OCC)OCC.CCOP(=O)(OCC)OCC.CCOP(=O)(OCC)OCC.CCOP(=O)(OCC)OCC.CCOP(=O)(OCC)OCC. Its HOMO energy is -10.45 eV. The value obtained for the total energy is -143681.9552 eV. The frontier orbital gap comes out at 10.900 eV. As for the energy relative to the best compared isomer or geometry (same formula, charge and spin): 0.0 kJ/mol.

CARTESIAN COORDINATES (ANGSTROEM)
C -14.553 8.714 -15.007
C -14.023 8.830 -16.419
O -13.699 10.202 -16.750
P -14.788 11.321 -16.766
O -16.188 10.890 -16.815
O -14.283 12.221 -17.953
C -14.130 11.730 -19.291
C -15.418 11.225 -19.928
O -14.418 12.182 -15.503
C -15.445 13.029 -14.951
C -14.825 14.040 -14.039
H -15.261 9.521 -14.784
H -15.194 7.857 -14.808
H -13.780 8.766 -14.240
H -13.050 8.343 -16.447
H -14.719 8.434 -17.155
H -13.750 12.582 -19.854
H -13.328 10.990 -19.325
H -15.908 10.443 -19.359
H -16.052 12.072 -20.180
H -15.086 10.805 -20.884
H -16.056 13.472 -15.745
H -16.196 12.413 -14.439
H -14.092 14.674 -14.535
H -15.631 14.652 -13.620
H -14.325 13.628 -13.160
C -17.017 8.265 -11.644
C -18.010 7.722 -12.646
O -17.296 7.351 -13.817
P -18.101 6.663 -15.026
O -17.242 6.131 -16.067
O -19.107 5.694 -14.286
C -18.801 4.310 -14.051
C -20.091 3.523 -14.016
O -19.160 7.764 -15.393
C -18.891 8.823 -16.325
C -19.206 10.170 -15.721
H -17.403 8.596 -10.685
H -16.196 7.545 -11.533
H -16.428 9.097 -12.055
H -18.519 6.855 -12.227
H -18.736 8.514 -12.844
H -18.160 3.944 -14.856
H -18.247 4.221 -13.113
H -20.625 3.716 -14.946
H -19.882 2.450 -14.021
H -20.663 3.716 -13.110
H -17.849 8.788 -16.657
H -19.458 8.622 -17.236
H -20.030 10.040 -15.015
H -18.366 10.603 -15.181
H -19.566 10.903 -16.442
C -15.730 11.339 -9.427
C -15.588 10.445 -8.210
O -16.625 10.782 -7.248
P -17.773 9.784 -6.904
O -18.751 10.271 -5.957
O -18.317 9.392 -8.330
C -19.104 8.164 -8.400
C -20.083 8.210 -9.545
O -17.058 8.429 -6.476
C -15.938 8.367 -5.603
C -16.296 7.951 -4.204
H -16.761 11.581 -9.663
H -15.142 12.241 -9.256
H -15.298 10.850 -10.304
H -15.708 9.393 -8.474
H -14.660 10.609 -7.668
H -18.433 7.312 -8.290
H -19.651 8.172 -7.449
H -21.029 8.653 -9.238
H -19.692 8.804 -10.369
H -20.272 7.179 -9.847
H -15.225 7.662 -6.040
H -15.357 9.296 -5.598
H -16.807 6.980 -4.232
H -15.420 7.835 -3.567
H -17.021 8.575 -3.677
C -18.875 -1.509 -11.723
C -19.251 -0.120 -11.259
O -18.719 0.949 -12.056
P -17.280 0.923 -12.677
O -16.185 0.502 -11.825
O -17.478 0.064 -13.994
C -16.362 -0.235 -14.810
C -16.826 -0.830 -16.123
O -17.099 2.377 -13.275
C -16.094 3.256 -12.743
C -14.866 3.242 -13.613
H -17.813 -1.716 -11.561
H -19.387 -2.275 -11.144
H -19.049 -1.601 -12.793
H -20.340 -0.041 -11.264
H -18.988 0.073 -10.216
H -15.713 0.622 -15.024
H -15.683 -0.942 -14.322
H -15.947 -0.961 -16.759
H -17.311 -1.793 -15.979
H -17.492 -0.154 -16.659
H -16.532 4.255 -12.723
H -15.827 3.031 -11.710
H -14.120 3.934 -13.209
H -14.357 2.276 -13.550
H -15.059 3.491 -14.654
C -22.713 0.093 -6.238
C -21.421 0.862 -6.286
O -21.644 2.019 -7.156
P -20.621 3.209 -7.109
O -19.289 2.903 -6.585
O -21.413 4.301 -6.306
C -20.996 5.659 -6.412
C -19.653 5.939 -5.746
O -20.662 3.844 -8.550
C -19.943 3.279 -9.649
C -18.616 3.971 -9.828
H -23.574 0.758 -6.215
H -22.820 -0.552 -7.110
H -22.763 -0.527 -5.341
H -21.103 1.236 -5.316
H -20.613 0.291 -6.739
H -21.021 5.963 -7.462
H -21.764 6.273 -5.934
H -18.903 5.543 -6.433
H -19.474 7.002 -5.603
H -19.628 5.426 -4.787
H -19.812 2.205 -9.492
H -20.525 3.355 -10.569
H -18.653 5.017 -10.147
H -18.058 3.995 -8.888
H -17.994 3.470 -10.571
C -19.248 14.950 -16.115
C -19.445 14.842 -14.624
O -20.795 14.576 -14.260
P -21.477 13.165 -14.339
O -22.773 13.113 -13.675
O -21.536 12.750 -15.843
C -22.474 11.760 -16.280
C -22.294 11.517 -17.751
O -20.369 12.207 -13.728
C -20.078 12.330 -12.332
C -19.166 11.208 -11.939
H -18.358 15.541 -16.345
H -19.166 13.976 -16.598
H -20.071 15.483 -16.595
H -18.749 14.088 -14.241
H -19.174 15.786 -14.152
H -22.366 10.841 -15.700
H -23.502 12.088 -16.114
H -23.201 11.038 -18.127
H -22.196 12.452 -18.304
H -21.444 10.881 -17.997
H -19.761 13.326 -12.005
H -21.032 12.221 -11.800
H -18.876 11.156 -10.888
H -19.698 10.263 -12.100
H -18.259 11.135 -12.545

Entry 4:
ORCA calculation (ωB97M-V/def2-TZVPD) on a structure of composition C26H43N10O4PbS at a distorted geometry.

The lowest unoccupied orbital energy comes out at -2.19 eV. Its HOMO energy is -9.94 eV. The value obtained for the total energy is -66830.5191 eV. Its total charge is +1. The frontier orbital gap comes out at 7.748 eV. As for the energy relative to the best compared isomer or geometry (same formula, charge and spin): 0.0 kJ/mol.

CARTESIAN COORDINATES (ANGSTROEM)
Pb -0.069 -0.685 -0.650
C -3.767 -3.221 1.044
C -2.846 -2.148 0.532
N -1.790 -2.368 -0.167
N -1.511 -3.677 -0.489
C -0.910 -3.775 -1.629
N -0.512 -5.033 -1.966
S -0.608 -2.457 -2.755
C -3.141 -0.712 0.913
C -4.234 -0.369 1.755
C -4.426 0.948 2.084
C -3.497 1.909 1.718
C -2.446 1.472 0.887
N -2.290 0.217 0.503
H -3.321 -4.139 0.856
H -3.890 -3.016 2.105
H -4.718 -3.115 0.527
H -0.734 -5.819 -1.363
H -0.247 -5.183 -2.915
H -4.848 -1.148 2.155
H -5.281 1.208 2.685
H -3.552 2.962 2.014
H -1.693 2.167 0.513
C -0.856 -0.567 -6.158
N -1.398 0.242 -5.035
C -2.878 0.238 -4.866
C -0.680 0.586 -3.968
O -1.179 0.983 -2.914
C 0.829 0.428 -4.125
O 1.413 0.884 -2.954
C 1.632 2.268 -2.915
C 1.425 2.894 -1.529
O 1.230 2.188 -0.563
N 1.510 4.262 -1.503
C 1.841 5.110 -2.627
C 1.317 4.932 -0.228
H -1.548 -0.407 -6.941
H 0.165 -0.295 -6.450
H -0.911 -1.633 -5.864
H -3.304 0.837 -5.693
H -3.227 -0.776 -4.946
H -3.056 0.785 -3.945
H 1.107 -0.614 -4.287
H 1.188 1.019 -4.976
H 2.684 2.539 -3.256
H 0.952 2.803 -3.596
H 2.890 5.162 -2.791
H 1.335 4.795 -3.550
H 1.432 6.105 -2.421
H 0.776 4.313 0.485
H 2.284 5.184 0.221
H 0.720 5.855 -0.386
C 4.863 -3.286 1.462
N 3.687 -3.247 0.597
C 3.494 -3.949 -0.543
C 2.293 -3.520 -1.079
N 1.798 -2.557 -0.264
C 2.639 -2.398 0.689
H 5.060 -4.344 1.722
H 4.602 -2.741 2.382
H 5.716 -2.861 0.989
H 4.197 -4.664 -0.915
H 1.764 -3.825 -1.951
H 2.543 -1.742 1.502
C -1.069 -1.399 3.667
N -0.332 -0.178 3.985
C -0.428 0.278 5.378
C 0.588 1.323 5.797
C 0.984 2.153 4.565
N 1.320 1.343 3.403
C 2.179 1.956 2.412
C 0.567 0.259 3.057
O 0.728 -0.394 1.993
H -0.443 -2.295 3.661
H -1.491 -1.366 2.659
H -1.862 -1.465 4.454
H -0.339 -0.616 6.021
H -1.427 0.716 5.475
H 1.479 0.820 6.199
H 0.187 1.944 6.586
H 1.864 2.769 4.797
H 0.147 2.842 4.280
H 3.156 2.179 2.868
H 1.811 2.878 1.945
H 2.359 1.246 1.630

The highest lowest unoccupied orbital energy belongs to which entry?
C15H19ClScSi